Formula: C43H34N4O4P2S4Ti
Source: the Open Molecules 2025 dataset
Level of theory: wB97M-V/def2-TZVPD

## Properties
Energy relative to the best compared isomer or geometry (same formula, charge and spin) ... 1.403 eV
Spin multiplicity ... 1
Strongest force on any atom ... 3.9 eV/A

Each line ends with the Mulliken charge.
CARTESIAN COORDINATES (ANGSTROEM)
Ti1 1.791 0.247 -1.913  -1.201
O1 0.337 2.797 -4.655  -0.709
C1 0.624 2.208 -3.660  -0.214
N1 0.657 0.892 -3.481  0.545
C2 -0.212 0.049 -4.151  -0.396
C3 -1.004 0.343 -5.260  -0.842
C4 -1.959 -0.600 -5.674  -0.840
C5 -2.027 -1.824 -5.004  -0.690
C6 -1.228 -2.136 -3.960  -1.125
C7 -0.345 -1.182 -3.494  0.867
N2 0.575 -1.328 -2.417  1.191
C8 0.772 -2.523 -1.825  -0.222
O2 -0.087 -3.356 -1.688  -0.708
C9 2.155 -2.737 -1.216  0.182
C10 2.611 -3.963 -0.860  -0.460
C11 3.955 -4.037 -0.418  -0.473
C12 4.746 -2.916 -0.445  -1.131
C13 4.189 -1.737 -0.944  0.073
N3 2.965 -1.666 -1.406  0.280
C14 1.072 3.016 -2.480  0.623
C15 1.131 4.410 -2.464  -0.674
C16 1.367 5.058 -1.244  -0.676
C17 1.704 4.322 -0.139  -1.067
C18 1.832 2.896 -0.293  -0.643
N4 1.474 2.312 -1.411  1.481
H1 -0.905 1.290 -5.696  0.653
H2 -2.522 -0.373 -6.607  0.371
H3 -2.672 -2.603 -5.366  0.445
H4 -1.297 -2.997 -3.337  0.652
H5 1.987 -4.791 -0.796  0.662
H6 4.277 -4.989 0.032  0.419
H7 5.791 -2.896 -0.157  0.466
H8 4.684 -0.766 -1.055  0.067
H9 0.686 4.979 -3.283  0.467
H10 1.220 6.125 -1.197  0.438
H11 1.883 4.670 0.869  0.588
H12 2.110 2.292 0.603  0.567
O3 1.511 -0.097 0.039  2.455
P1 0.602 -0.528 1.169  0.586
C19 -1.106 -0.636 0.653  -2.104
P2 -1.910 0.911 0.236  1.093
O4 -0.985 1.840 -0.413  -0.709
C20 -2.670 1.623 1.818  0.935
C21 -3.546 0.893 2.672  -0.791
C22 -3.889 1.393 3.843  -0.702
C23 -3.357 2.617 4.297  -0.688
C24 -2.412 3.271 3.564  -0.489
C25 -2.137 2.800 2.261  -0.061
C26 -3.150 0.331 -0.810  0.504
C27 -3.099 0.817 -2.101  -0.166
C28 -3.967 0.417 -3.036  -0.481
C29 -4.911 -0.587 -2.728  -0.521
C30 -4.974 -1.112 -1.477  -0.947
C31 -4.124 -0.653 -0.487  -0.426
C32 1.130 -2.101 1.808  0.999
C33 0.206 -3.062 2.183  -0.671
C34 0.593 -4.221 2.922  -0.814
C35 1.991 -4.427 3.214  -0.810
C36 2.880 -3.402 2.833  -0.449
C37 2.484 -2.275 2.164  -0.665
C38 0.583 0.473 2.634  1.788
C39 1.534 1.418 2.918  0.283
C40 1.448 2.144 4.131  -0.969
C41 0.379 1.819 5.033  -0.605
C42 -0.463 0.770 4.778  -0.897
C43 -0.419 0.109 3.557  -0.345
H13 -1.743 -1.192 1.377  0.893
H14 -1.112 -1.386 -0.187  0.575
H15 -3.953 0.005 2.310  0.357
H16 -4.651 0.900 4.475  0.353
H17 -3.688 3.052 5.209  0.450
H18 -1.871 4.102 3.993  0.492
H19 -1.310 3.338 1.649  0.078
H20 -2.344 1.554 -2.414  0.085
H21 -4.088 0.897 -4.052  0.302
H22 -5.453 -1.034 -3.549  0.409
H23 -5.761 -1.830 -1.210  0.387
H24 -4.196 -1.084 0.501  0.246
H25 -0.804 -3.016 1.915  0.540
H26 -0.223 -4.862 3.174  0.499
H27 2.272 -5.284 3.823  0.411
H28 3.930 -3.441 3.124  0.474
H29 3.281 -1.564 1.921  0.023
H30 2.542 1.497 2.343  -0.639
H31 2.072 3.006 4.299  0.497
H32 0.212 2.493 5.887  0.384
H33 -1.202 0.555 5.562  0.394
H34 -1.264 -0.655 3.384  0.195
S1 3.632 0.712 -3.210  -0.404
S2 4.642 2.073 -2.044  0.013
S3 5.886 1.219 -0.569  -0.166
S4 4.639 0.920 1.107  -0.142